# 1
{"formula": "C4H14N2O", "method": "wB97M-V/def2-TZVPD", "total_charge": 2, "e_homo_ev": -18.5, "gap_ev": 12.0, "energy_ev": -9384.9662, "species": ["C", "C", "C", "C", "N", "N", "H", "H", "H", "H", "H", "H", "H", "H", "H", "H", "H", "H", "H", "H", "O"], "positions_angstrom": [[-1.53427, -0.80149, -0.67992], [-0.19105, -0.31140, -1.45655], [0.40667, 0.98618, -0.70924], [1.70351, 1.18828, -0.84352], [2.25618, 2.53359, -0.38804], [-1.20650, -1.91133, 0.27567], [-2.06694, -0.00677, -0.05167], [-2.16463, -1.17449, -1.44119], [0.58086, -1.08555, -1.68502], [-0.57039, 0.27364, -2.37485], [-0.14683, 1.72534, -0.22338], [2.56184, 0.66228, -1.29168], [2.78451, 2.98140, -1.22906], [1.50709, 3.08234, 0.04230], [2.80747, 2.09493, 0.36088], [-0.71795, -2.70187, -0.15271], [-0.63285, -1.50520, 1.14552], [-2.11252, -2.20831, 0.66285], [-1.00129, -2.00831, 3.66305], [-1.08100, -0.44653, 3.38201], [-1.18191, -1.36673, 2.99455]]}



# 2
{"formula": "C4H14N2O2", "method": "wB97M-V/def2-TZVPD", "total_charge": -1, "spin_multiplicity": 2, "e_homo_ev": [0.9, -4.9], "gap_ev": [2.9, 8.6], "energy_ev": -11447.8910, "species": ["C", "C", "C", "C", "N", "N", "H", "H", "H", "H", "H", "H", "H", "H", "H", "H", "H", "H", "O", "H", "H", "O"], "positions_angstrom": [[0.74669, -1.28379, 0.89272], [-0.41845, -0.38541, 1.45277], [-0.23743, 1.02369, 1.15038], [0.64919, 1.81689, 1.82204], [-1.07677, 1.52106, 0.11524], [0.12505, -2.34871, 0.06528], [1.51983, -0.90545, 0.12696], [1.35795, -1.59016, 1.78907], [-0.28146, -0.63250, 2.55814], [-1.33323, -0.80030, 1.08404], [0.92428, 2.84962, 1.45227], [1.37978, 1.48131, 2.60838], [-1.19260, 0.87825, -0.68365], [-1.23765, 2.48077, 0.01512], [0.68223, -3.06009, -0.25283], [-0.80175, -2.69103, 0.38359], [0.61866, 0.66396, -2.54292], [0.49741, 2.03610, -3.36265], [1.05057, 1.44029, -2.95434], [-0.44850, -0.97393, -1.31374], [-1.55761, -1.08669, -2.37623], [-0.96619, -0.43387, -2.02964]]}



# 3
{"formula": "C4H14N2O2", "method": "wB97M-V/def2-TZVPD", "e_homo_ev": -8.1, "gap_ev": 8.8, "energy_ev": -11449.1134, "smiles": "C=C(N)CCN.O.O", "species": ["C", "C", "N", "C", "C", "N", "H", "H", "H", "H", "H", "H", "H", "H", "H", "H", "O", "H", "H", "O", "H", "H"], "positions_angstrom": [[-0.79222, 0.40422, 2.41546], [-0.45404, -0.05060, 1.19969], [-0.69699, 0.66389, 0.04076], [0.22166, -1.43976, 0.92379], [0.77538, -1.67370, -0.50550], [-0.26855, -1.80563, -1.53360], [-1.23090, 1.35208, 2.55364], [-0.80451, -0.27622, 3.19666], [-0.07523, 0.58296, -0.74427], [-1.36642, 1.38313, -0.03689], [1.04896, -1.67258, 1.61944], [-0.70313, -2.02271, 0.91496], [1.41230, -0.75865, -0.66530], [1.46409, -2.49078, -0.54564], [-0.87516, -2.57537, -1.30497], [-0.86040, -0.96805, -1.53047], [1.60691, 3.64721, 1.30566], [1.80437, 3.07852, 2.03174], [1.73716, 3.18849, 0.48357], [-0.45137, 0.82500, -3.15859], [-1.27415, 0.71829, -3.64696], [-0.21776, -0.10974, -3.01318]]}



Calculated values (kcal per mole) of energy relative to the best compared isomer or geometry (same formula, charge and spin) for the records, taken in order: 36.88, 29.71, 36.36.